Record 1
54
Properties=species:S:1:pos:R:3:mulliken_spin:R:1 method="wB97M-V/def2-TZVPD" homo_lumo_gap_ev="6.337 / 6.092" s2=1.04 e_lumo_ev="-1.971 / -2.289" spin_multiplicity=2
Ir 1.458 -0.081 1.195 1.057
O 4.020 1.849 3.927 0.001
P 3.706 0.621 2.982 0.020
O 4.789 -0.349 2.855 -0.001
O 3.086 1.159 1.664 0.004
O 2.366 -0.092 3.706 0.051
P 0.989 0.768 3.950 0.007
O 0.432 0.148 5.305 0.004
O 1.296 2.213 4.090 0.001
O 0.061 0.309 2.823 0.060
H 3.174 2.338 4.083 0.000
H 0.498 0.804 6.016 0.000
O -3.165 -0.599 -2.089 -0.002
C -3.130 -1.772 -1.378 -0.015
C -4.044 -2.732 -1.793 0.008
C -4.044 -3.993 -1.235 -0.013
C -3.114 -4.316 -0.253 0.006
C -2.225 -3.355 0.183 -0.015
C -2.226 -2.053 -0.337 0.002
C -1.293 -1.036 0.202 -0.139
O 0.530 -2.402 0.867 -0.247
N -1.252 1.410 0.364 0.184
N 0.089 1.542 0.368 0.025
C 0.404 2.823 0.271 0.046
S -0.862 4.002 0.020 0.015
C 0.294 5.287 -0.513 0.000
C 1.524 5.158 0.348 0.001
S 2.006 3.414 0.377 0.035
H -2.411 -0.043 -1.879 0.003
H -4.728 -2.462 -2.591 0.000
H -4.759 -4.734 -1.576 -0.001
H -3.094 -5.310 0.175 0.000
H -1.517 -3.597 0.966 -0.004
H -0.193 6.254 -0.402 0.000
H 0.525 5.112 -1.563 0.000
H 1.331 5.457 1.378 0.001
H 2.370 5.725 -0.044 0.000
N -1.745 0.237 0.238 -0.023
C -0.004 -1.327 0.677 -0.129
H -2.750 0.316 0.359 -0.002
Cl -1.528 -2.659 -4.675 -0.001
C -0.387 -1.951 -3.575 -0.005
C -0.334 -0.574 -3.435 0.006
C 0.560 -0.019 -2.530 -0.023
C 1.402 -0.816 -1.755 0.021
C 2.284 -0.196 -0.731 0.063
C 1.355 -2.194 -1.950 -0.011
C 0.464 -2.765 -2.848 0.005
H -0.984 0.052 -4.036 0.000
H 0.608 1.062 -2.414 -0.003
H 2.561 0.830 -0.960 0.009
H 3.168 -0.791 -0.474 0.001
H 2.012 -2.831 -1.368 -0.004
H 0.426 -3.839 -2.986 0.000


Record 2
45
Properties=species:S:1:pos:R:3:mulliken_spin:R:1 method="wB97M-V/def2-TZVPD" homo_lumo_gap_ev="8.187 / 8.173" s2=0.75 e_lumo_ev="-0.279 / -0.293" spin_multiplicity=2
Yb 0.034 -0.438 -0.382 1.015
O 3.927 1.214 -1.130 0.000
C 2.571 0.853 -1.341 0.000
O 2.138 -0.088 -0.470 -0.002
C 1.734 2.131 -1.113 -0.001
C 2.196 3.435 -1.053 0.000
C 1.354 4.399 -0.508 0.000
C 0.125 4.041 0.039 0.000
C -0.250 2.713 -0.055 0.000
N 0.511 1.834 -0.695 -0.007
C -1.364 2.073 0.766 0.000
O -2.234 2.752 1.262 0.000
O -1.201 0.784 0.894 -0.002
H 4.243 0.561 -0.493 0.000
H 3.205 3.676 -1.355 0.000
H 1.693 5.424 -0.433 0.000
H -0.501 4.737 0.577 0.000
C -4.558 0.429 0.592 0.000
C -3.693 -0.226 -0.440 0.000
C -3.376 -1.577 -0.344 0.000
C -2.543 -2.204 -1.267 0.000
C -2.297 -3.685 -1.196 0.000
C -1.981 -1.427 -2.286 0.000
C -2.302 -0.068 -2.429 -0.001
C -1.805 0.753 -3.591 0.000
C -3.155 0.510 -1.494 0.000
H -5.299 -0.268 0.982 0.000
H -5.076 1.297 0.187 0.000
H -3.937 0.780 1.417 0.000
H -3.805 -2.167 0.458 0.000
H -1.520 -3.923 -0.469 0.000
H -1.980 -4.077 -2.162 0.000
H -3.208 -4.203 -0.900 0.000
H -1.395 -1.923 -3.053 0.000
H -0.942 1.366 -3.318 0.000
H -2.588 1.430 -3.930 0.000
H -1.503 0.125 -4.427 0.000
H -3.414 1.559 -1.593 0.000
S 2.041 -4.443 -0.243 -0.001
C 1.029 -3.280 0.212 -0.002
N 0.273 -2.420 0.518 0.000
Cl 1.080 -0.809 -2.980 0.000
C 2.519 0.291 -2.781 0.000
H 2.426 1.042 -3.562 0.000
H 3.385 -0.339 -2.954 0.000


Record 3
41
Properties=species:S:1:pos:R:3:nbo_charge:R:1 method="wB97M-V/def2-TZVPD" homo_lumo_gap_ev=9.741 e_lumo_ev=0.492 smiles="O=C(O)C[C@H](NC(=O)CCc1ccccc1)c1ccc(Cl)cc1"
O -0.311 4.288 -1.449 -0.591
C 0.397 3.551 -0.818 0.793
O 1.337 3.993 0.000 -0.694
C 0.261 2.030 -0.877 -0.534
C -0.164 1.465 0.506 -0.090
N 0.761 0.439 0.945 -0.620
C 2.057 0.708 1.187 0.704
O 2.512 1.843 1.158 -0.667
C 2.901 -0.507 1.509 -0.482
C 3.187 -1.350 0.250 -0.415
C 1.925 -1.879 -0.371 -0.039
C 1.455 -1.375 -1.579 -0.226
C 0.245 -1.799 -2.100 -0.188
C -0.512 -2.740 -1.423 -0.217
C -0.041 -3.272 -0.234 -0.221
C 1.168 -2.845 0.288 -0.199
C -1.596 0.981 0.478 0.051
C -2.001 -0.244 0.991 -0.225
C -3.325 -0.641 0.921 -0.231
C -4.263 0.198 0.346 -0.031
Cl -5.915 -0.297 0.254 0.008
C -3.885 1.438 -0.146 -0.225
C -2.560 1.821 -0.076 -0.212
H 1.838 3.264 0.456 0.520
H -0.459 1.760 -1.648 0.241
H 1.233 1.617 -1.152 0.233
H -0.099 2.277 1.247 0.230
H 0.492 -0.522 0.801 0.425
H 2.384 -1.115 2.253 0.219
H 3.844 -0.158 1.930 0.243
H 3.832 -2.182 0.542 0.226
H 3.731 -0.739 -0.472 0.220
H 2.043 -0.643 -2.114 0.216
H -0.109 -1.392 -3.035 0.220
H -1.460 -3.064 -1.823 0.222
H -0.617 -4.020 0.290 0.218
H 1.531 -3.264 1.216 0.207
H -1.301 -0.912 1.469 0.210
H -3.627 -1.598 1.317 0.227
H -4.620 2.097 -0.579 0.232
H -2.273 2.789 -0.459 0.238


Record 4
42
Properties=species:S:1:pos:R:3:nbo_charge:R:1 method="wB97M-V/def2-TZVPD" homo_lumo_gap_ev=9.039 e_lumo_ev=0.753 smiles="Cc1cccc(OCCCC(=O)Nc2ccccc2C(F)(F)F)c1"
C -2.255 0.639 -5.182 -0.629
C -1.935 0.066 -3.833 0.020
C -2.928 -0.451 -3.018 -0.246
C -2.607 -0.980 -1.778 -0.187
C -1.301 -0.984 -1.338 -0.285
C -0.294 -0.446 -2.141 0.399
O 0.958 -0.470 -1.600 -0.535
C 2.054 0.064 -2.314 -0.076
C 3.178 0.269 -1.298 -0.407
C 2.979 1.574 -0.512 -0.499
C 1.525 1.740 -0.099 0.705
O 0.788 2.533 -0.635 -0.601
N 1.173 0.905 0.928 -0.631
C -0.098 0.639 1.419 0.273
C -1.222 1.339 0.981 -0.266
C -2.477 1.030 1.465 -0.163
C -2.648 0.024 2.403 -0.245
C -1.547 -0.672 2.861 -0.159
C -0.279 -0.372 2.378 -0.227
C 0.896 -1.148 2.893 0.973
F 1.838 -0.355 3.459 -0.334
F 0.576 -2.056 3.818 -0.315
F 1.553 -1.823 1.921 -0.335
C -0.616 0.061 -3.391 -0.333
H -1.635 0.179 -5.950 0.217
H -2.057 1.710 -5.191 0.220
H -3.300 0.478 -5.434 0.215
H -3.955 -0.448 -3.354 0.206
H -3.381 -1.392 -1.149 0.213
H -1.034 -1.399 -0.380 0.220
H 1.792 1.023 -2.775 0.187
H 2.362 -0.639 -3.101 0.184
H 4.139 0.300 -1.812 0.220
H 3.176 -0.591 -0.625 0.215
H 3.627 1.588 0.366 0.223
H 3.232 2.423 -1.148 0.233
H 1.913 0.297 1.245 0.407
H -1.097 2.115 0.246 0.266
H -3.331 1.579 1.101 0.219
H -3.630 -0.217 2.779 0.218
H -1.662 -1.455 3.594 0.231
H 0.147 0.459 -4.042 0.213


Record 5
60
Properties=species:S:1:pos:R:3:mulliken_spin:R:1 method="wB97M-V/def2-TZVPD" homo_lumo_gap_ev="8.721 / 2.587" total_charge=+1 s2=0.76 e_lumo_ev="-4.367 / -10.501" spin_multiplicity=2
C -2.042 0.363 0.244 0.000
C -1.382 -0.822 -0.390 -0.001
O -0.567 -1.313 0.684 -0.001
C -0.187 -0.296 1.429 0.001
O 0.613 -0.273 2.385 -0.002
O -1.032 0.780 1.158 0.000
F -0.618 -0.431 -1.375 0.000
H -2.900 0.147 0.881 0.000
H -2.385 1.063 -0.517 0.000
H -2.101 -1.542 -0.783 0.000
C 3.086 2.007 2.945 0.000
C 3.755 0.668 3.260 0.000
O 4.221 0.859 4.480 0.001
C 3.539 1.874 5.072 0.000
O 3.694 2.303 6.216 0.000
O 2.773 2.471 4.186 0.000
F 4.746 0.467 2.451 0.000
H 2.203 1.653 2.413 0.000
H 3.682 2.694 2.345 0.000
H 3.082 -0.189 3.226 0.001
C -3.209 -1.281 -5.549 0.000
C -3.170 -2.769 -5.942 0.000
O -2.825 -3.393 -4.703 0.000
C -2.424 -2.516 -3.806 0.000
O -2.111 -2.839 -2.667 0.000
O -2.408 -1.317 -4.379 0.000
F -2.180 -3.028 -6.726 0.000
H -4.237 -0.967 -5.371 0.000
H -2.856 -0.567 -6.293 0.000
H -4.118 -3.057 -6.396 0.000
C -1.412 4.458 1.868 0.000
C -2.769 4.471 2.540 0.000
O -3.567 3.757 1.623 0.000
C -3.003 3.770 0.390 0.000
O -3.581 3.329 -0.609 0.000
O -1.729 4.262 0.500 0.000
F -3.246 5.705 2.497 0.000
H -0.734 3.649 2.139 0.000
H -0.899 5.398 2.077 0.000
H -2.846 3.968 3.504 0.000
C 1.998 -1.100 -5.889 0.000
C 1.606 -1.669 -4.485 0.000
O 0.929 -0.607 -3.851 0.000
C 1.195 0.541 -4.571 0.000
O 0.921 1.680 -4.135 0.000
O 1.943 0.271 -5.717 0.000
F 2.724 -2.158 -3.836 0.000
H 1.264 -1.452 -6.612 0.000
H 2.957 -1.413 -6.302 0.000
H 0.941 -2.530 -4.536 0.000
C 0.645 -2.119 4.992 0.003
C 2.213 -2.192 5.080 0.001
O 2.520 -2.536 3.738 0.045
C 1.562 -3.161 3.136 -0.040
O 1.675 -3.853 2.121 0.888
O 0.420 -3.075 3.956 0.086
F 2.494 -3.238 5.882 0.000
H 0.340 -1.121 4.679 -0.001
H 0.164 -2.523 5.883 0.014
H 2.632 -1.260 5.460 0.005


Record 6
47
Properties=species:S:1:pos:R:3:nbo_charge:R:1 method="wB97M-V/def2-TZVPD" homo_lumo_gap_ev=7.790 e_lumo_ev=0.123
Mg -0.076 0.164 -0.109 1.721
O -0.652 -3.261 1.017 -0.649
C -0.068 -2.069 1.017 0.834
O -0.659 -1.047 1.378 -0.758
C 1.451 -2.148 0.942 -0.178
O 1.979 -1.200 0.028 -0.556
C 2.050 -1.673 -1.316 -0.203
C 0.653 -1.996 -1.870 0.750
O 0.544 -2.563 -2.938 -0.632
O -0.287 -1.574 -1.089 -0.876
H -1.610 -3.133 1.066 0.506
H 1.821 -1.862 1.927 0.240
H 1.766 -3.166 0.700 0.203
H 2.466 -0.853 -1.905 0.212
H 2.708 -2.540 -1.401 0.201
I -1.609 2.194 1.573 0.114
C -2.264 3.047 -0.267 -0.107
C -3.050 4.160 -0.151 -0.274
C -3.532 4.801 -1.306 -0.218
C -3.207 4.305 -2.534 -0.176
C -2.403 3.149 -2.663 -0.098
C -2.094 2.648 -3.950 -0.208
C -1.341 1.520 -4.082 -0.217
C -0.858 0.857 -2.931 -0.300
C -1.094 1.286 -1.635 -0.583
C -1.898 2.466 -1.509 -0.048
H -3.306 4.548 0.826 0.222
H -4.155 5.680 -1.203 0.215
H -3.568 4.782 -3.438 0.207
H -2.487 3.163 -4.819 0.205
H -1.121 1.120 -5.065 0.211
H -0.292 -0.054 -3.099 0.211
C 3.944 4.202 -0.678 -0.409
N 3.082 3.185 -0.125 -0.398
C 3.270 2.595 1.184 -0.323
C 2.153 1.542 1.200 0.680
O 1.867 0.818 2.126 -0.597
N 1.517 1.579 -0.016 -0.761
C 2.087 2.533 -0.752 0.666
N 1.711 2.789 -2.001 -0.781
H 4.370 4.780 0.139 0.224
H 3.376 4.886 -1.309 0.206
H 4.760 3.774 -1.266 0.204
H 3.127 3.320 1.987 0.229
H 4.252 2.130 1.292 0.225
H 0.855 2.328 -2.313 0.457
H 2.048 3.596 -2.493 0.405


Record 7
43
Properties=species:S:1:pos:R:3:nbo_charge:R:1 method="wB97M-V/def2-TZVPD" homo_lumo_gap_ev="6.586 / 6.586" total_charge=-1 e_lumo_ev="3.058 / 3.058"
Ir -0.662 0.224 0.296 0.394
C -1.763 -2.103 3.941 -0.229
O -0.624 -2.952 3.962 -0.541
C 0.409 -2.879 3.057 0.302
C 1.379 -3.833 3.257 -0.283
C 2.531 -3.886 2.467 -0.278
C 2.688 -2.961 1.470 -0.204
C 1.712 -1.976 1.213 -0.140
C 2.030 -1.064 0.140 0.072
N 1.249 -0.143 -0.306 -0.334
N 1.709 0.643 -1.351 -0.440
C 0.773 1.482 -1.721 0.508
O -0.401 1.593 -1.202 -0.676
C 1.097 2.406 -2.846 -0.011
C 2.325 2.348 -3.502 -0.198
C 2.602 3.216 -4.547 -0.232
C 1.658 4.154 -4.948 -0.229
C 0.436 4.218 -4.295 -0.229
C 0.156 3.349 -3.250 -0.203
C 0.525 -1.910 2.005 0.281
O -0.408 -1.009 1.887 -0.703
H -2.404 -2.488 4.736 0.164
H -2.289 -2.143 2.994 0.185
H -1.503 -1.066 4.146 0.186
H 1.221 -4.542 4.061 0.205
H 3.286 -4.641 2.650 0.197
H 3.581 -2.967 0.855 0.193
H 3.003 -1.165 -0.337 0.175
H 3.048 1.614 -3.176 0.234
H 3.559 3.160 -5.052 0.200
H 1.875 4.828 -5.768 0.199
H -0.305 4.948 -4.600 0.201
H -0.792 3.382 -2.731 0.233
C -3.352 -1.589 0.516 -0.259
O -3.517 -0.218 0.865 -0.541
C -2.480 0.621 0.607 0.299
C -3.011 2.021 0.762 -0.715
H -3.939 -2.178 1.221 0.169
H -2.300 -1.870 0.550 0.220
H -3.740 -1.744 -0.493 0.171
H -4.089 2.090 0.594 0.194
H -2.477 2.691 0.090 0.234
H -2.793 2.339 1.786 0.227


Record 8
42
Properties=species:S:1:pos:R:3:nbo_charge:R:1 method="wB97M-V/def2-TZVPD" homo_lumo_gap_ev="5.181 / 5.233" total_charge=+1 e_lumo_ev="-5.798 / -5.735"
Ir -0.019 0.459 0.043 0.725
C -5.098 2.617 1.216 -0.621
C -4.589 2.692 -0.215 -0.222
N -3.247 3.260 -0.312 -0.554
C -2.095 2.610 -0.151 0.308
S -2.173 0.832 0.093 0.092
N -0.976 3.288 -0.160 -0.397
N 0.114 2.489 -0.033 -0.273
C 1.303 3.012 0.000 0.295
C 1.566 4.474 -0.065 -0.690
C 2.393 2.036 0.090 0.155
C 3.730 2.405 0.121 -0.205
C 4.703 1.423 0.179 -0.124
C 4.321 0.090 0.203 -0.223
C 2.976 -0.222 0.174 0.089
N 2.032 0.723 0.119 -0.457
H -6.111 2.218 1.230 0.231
H -5.115 3.606 1.675 0.216
H -4.467 1.967 1.822 0.215
H -5.236 3.319 -0.826 0.220
H -4.582 1.706 -0.681 0.214
H -3.160 4.264 -0.379 0.419
H 0.631 5.023 -0.055 0.273
H 2.112 4.716 -0.979 0.251
H 2.179 4.786 0.782 0.247
H 4.002 3.450 0.097 0.243
H 5.749 1.696 0.202 0.243
H 5.051 -0.705 0.240 0.247
H 2.617 -1.241 0.187 0.238
C 0.014 -1.464 -0.113 -0.323
C 0.073 -2.688 -0.184 0.020
C 0.098 -4.099 -0.280 -0.094
C -0.980 -4.779 -0.866 -0.155
C -0.955 -6.156 -0.966 -0.214
C 0.134 -6.868 -0.477 -0.149
C 1.205 -6.205 0.112 -0.216
C 1.192 -4.828 0.208 -0.160
H -1.822 -4.211 -1.237 0.228
H -1.784 -6.680 -1.422 0.230
H 0.148 -7.947 -0.554 0.228
H 2.047 -6.767 0.494 0.229
H 2.018 -4.300 0.667 0.218


Record 9
50
Properties=species:S:1:pos:R:3:mulliken_spin:R:1 method="wB97M-V/def2-TZVPD" homo_lumo_gap_ev="4.730 / 6.675" total_charge=+2 s2=4.09 e_lumo_ev="-9.758 / -7.818" spin_multiplicity=4
Mn 0.474 -0.840 0.675 3.440
O 1.947 -1.544 -0.263 -0.018
N 2.806 -2.426 0.267 0.007
C 3.854 -2.840 -0.465 0.005
C 4.760 -3.715 0.078 0.001
C 4.580 -4.167 1.384 0.013
C 3.476 -3.749 2.104 -0.010
C 2.577 -2.871 1.518 0.027
S 1.123 -2.303 2.296 -0.401
H 3.920 -2.435 -1.464 -0.001
H 5.598 -4.046 -0.518 0.000
H 5.300 -4.838 1.832 0.000
H 3.283 -4.097 3.109 0.004
C -1.988 3.815 -4.120 0.000
C -1.960 3.134 -2.786 0.001
C -1.136 2.034 -2.552 0.008
C -1.109 1.421 -1.311 0.036
C -1.912 1.899 -0.291 0.004
C -2.757 2.981 -0.506 -0.001
C -2.771 3.593 -1.745 0.000
S -1.858 1.313 1.394 0.001
O -0.877 2.071 2.107 0.002
O -3.178 1.191 1.902 -0.008
N -1.200 -0.234 1.237 -0.020
C -1.936 -1.246 0.635 -0.031
C -3.300 -1.485 0.604 -0.002
C -3.721 -2.636 -0.044 0.005
C -2.796 -3.494 -0.634 0.010
C -1.455 -3.181 -0.569 -0.001
N -1.042 -2.071 0.045 -0.045
H -1.259 3.392 -4.808 0.000
H -1.785 4.881 -4.009 0.000
H -2.978 3.730 -4.570 0.000
H -0.521 1.649 -3.356 0.000
H -0.455 0.557 -1.181 0.007
H -3.389 3.330 0.302 0.000
H -3.426 4.438 -1.916 0.000
H -3.978 -0.803 1.093 0.000
H -4.776 -2.873 -0.081 0.000
H -3.109 -4.402 -1.128 0.000
H -0.698 -3.816 -1.010 -0.003
N 2.407 3.803 1.196 0.007
N 2.043 2.577 1.590 0.007
N 2.144 2.202 2.850 -0.002
C 1.761 0.950 2.805 0.024
N 1.459 0.604 1.540 -0.068
N 1.655 1.667 0.768 0.007
H 2.545 4.437 1.967 0.000
H 1.942 4.146 0.370 0.000
H 1.712 0.298 3.659 -0.002


Record 10
38
Properties=species:S:1:pos:R:3:mulliken_spin:R:1 method="wB97M-V/def2-TZVPD" homo_lumo_gap_ev="2.394 / 6.197" total_charge=-1 s2=0.77 e_lumo_ev="2.809 / 2.769" spin_multiplicity=2
C 4.429 -3.670 -0.498 -0.011
C 2.154 -0.942 0.636 0.357
C 2.740 -2.206 0.839 -0.032
C 3.618 -2.432 -0.267 -0.055
C 3.449 -1.359 -1.138 0.227
C 1.279 -0.382 1.570 -0.221
C 1.145 -0.976 2.812 0.054
C 1.766 -2.241 3.057 -0.023
C 2.515 -2.844 2.076 0.027
N 2.523 -0.510 -0.626 -0.394
H 0.911 0.602 1.309 0.054
H 0.805 -0.442 3.688 0.004
H 2.441 0.489 -0.788 -0.075
H 1.573 -2.713 4.011 -0.003
H 3.896 -1.311 -2.114 0.070
H 2.826 -3.883 2.161 0.004
H 4.001 -4.406 -1.196 0.000
H 4.514 -4.305 0.389 0.005
H 5.438 -3.437 -0.824 0.000
C -1.185 2.867 1.227 0.072
C -0.687 1.270 -0.774 1.649
C -1.508 2.063 0.012 -0.600
C -2.722 1.253 -1.796 0.338
C -2.772 2.085 -0.624 -0.016
C -3.864 0.915 -2.521 0.068
C -3.918 2.954 -0.466 0.331
C -5.016 1.661 -2.255 0.189
C -5.000 2.630 -1.252 -0.206
N -1.446 0.718 -1.791 -0.434
H 0.201 0.804 -0.386 -0.340
H -1.072 0.137 -2.500 -0.027
H -1.874 3.699 1.414 -0.020
H -0.240 3.414 1.178 -0.079
H -3.788 0.187 -3.322 -0.037
H -4.089 3.359 0.528 0.106
H -5.890 1.650 -2.897 0.021
H -5.960 3.073 -0.985 -0.022
H -1.186 2.228 2.114 0.017


So what do the calculations give for DFT total energy? Going down the list: -97468.2538, -85020.6722, -39114.9218, -32696.9919, -72105.7136, -49262.3245, -32967.3901, -38584.7632, -89993.6270, -21936.8551 eV.